1.
# C11H14N2O3

A 2-piece molecular cluster, C11H14N2O3 overall (ωB97M-V/def2-TZVPD, the Open Molecules 2025 dataset).

Last columns: bonded neighbours and bond lengths (Å).
Cartesian coordinates (Å):
1 C 4.30 -1.42 -0.10  N2 1.484, H12 1.080, H13 1.082, H14 1.085
2 N 3.16 -1.04 -0.97  C1 1.484, C3 1.479, H15 1.004
3 C 2.22 -2.16 -1.22  N2 1.479, C4 1.478, H16 1.083, H17 1.076
4 C 1.08 -2.11 -0.28  C3 1.478, C5 1.325, C10 1.499
5 C 0.15 -1.19 -0.13  C4 1.325, C6 1.470, C7 1.470
6 C -0.04 0.06 -0.89  C5 1.470, H18 1.081, H19 1.081, H20 1.084
7 C -0.73 -1.57 0.98  C5 1.470, O8 1.206, O9 1.391
8 O -1.76 -1.06 1.35  C7 1.206
9 O -0.18 -2.69 1.60  C7 1.391, C10 1.360
10 C 0.79 -3.14 0.76  C4 1.499, O9 1.360, O11 1.200
11 O 1.34 -4.21 0.83  C10 1.200
12 H 5.22 -1.24 -0.63  C1 1.080
13 H 4.25 -2.44 0.26  C1 1.082
14 H 4.32 -0.78 0.78  C1 1.085
15 H 2.67 -0.32 -0.47  N2 1.004
16 H 1.89 -2.08 -2.25  C3 1.083
17 H 2.76 -3.09 -1.13  C3 1.076
18 H 0.77 0.27 -1.57  C6 1.081
19 H -0.14 0.92 -0.23  C6 1.081
20 H -0.95 0.01 -1.48  C6 1.084
21 N -3.01 1.80 0.55  C22 1.366, C25 1.368, H26 1.006
22 C -3.80 2.57 1.35  N21 1.366, C23 1.370, H27 1.076
23 C -3.65 3.88 0.96  C22 1.370, C24 1.420, H28 1.077
24 C -2.74 3.89 -0.13  C23 1.420, C25 1.369, H29 1.077
25 C -2.36 2.59 -0.35  N21 1.368, C24 1.369, H30 1.072
26 H -2.92 0.80 0.62  N21 1.006
27 H -4.40 2.13 2.13  C22 1.076
28 H -4.14 4.73 1.40  C23 1.077
29 H -2.39 4.75 -0.67  C24 1.077
30 H -1.70 2.17 -1.08  C25 1.072

Calculated values
- HOMO (eV) = -8.27
- energy (eV) = -20756.1900
- energy above the lowest of the compared OMol25 structures with the same formula, charge and spin (kJ/mol) = 214.0

2.
# C11H14NO2P

One molecule with the formula C11H14NO2P (ωB97M-V/def2-TZVPD, the Open Molecules 2025 dataset).

Last columns: bonded neighbours and bond lengths (Å).
Cartesian coordinates (Å):
1 C -3.93 0.09 -0.33  C2 1.360, C3 1.414, H16 1.150
2 C -3.30 1.23 -0.72  C1 1.360, C4 1.393, H17 1.081
3 C -3.39 -0.76 0.66  C1 1.414, C5 1.391, H18 1.178
4 C -2.06 1.53 -0.16  C2 1.393, C6 1.386, H19 1.090
5 C -2.17 -0.40 1.22  C3 1.391, C6 1.398, H20 1.082
6 C -1.44 0.70 0.76  C4 1.386, C5 1.398, C11 1.498
7 C 1.85 -1.19 -1.27  C8 1.514, C9 1.514, H21 1.063, H22 1.163
8 C 0.62 -0.45 -0.79  C7 1.514, C10 1.587, H23 1.055, H24 1.087
9 C 2.52 -1.59 0.02  C7 1.514, P15 1.852, H25 1.169, H26 1.094
10 C 0.95 0.74 0.21  C8 1.587, C11 1.565, P15 2.190, H27 1.079
11 C -0.09 0.97 1.35  C6 1.498, C10 1.565, H28 1.081, H29 1.187
12 N 4.03 0.64 -0.01  O13 1.214, O14 1.197, P15 1.740
13 O 4.97 -0.12 -0.10  N12 1.214
14 O 3.96 1.67 -0.61  N12 1.197
15 P 2.82 -0.06 1.02  C9 1.852, C10 2.190, N12 1.740
16 H -5.02 -0.11 -0.66  C1 1.150
17 H -3.76 1.94 -1.39  C2 1.081
18 H -4.00 -1.75 0.86  C3 1.178
19 H -1.60 2.42 -0.59  C4 1.090
20 H -1.56 -1.11 1.76  C5 1.082
21 H 1.65 -2.06 -1.85  C7 1.063
22 H 2.54 -0.47 -1.88  C7 1.163
23 H -0.13 -0.16 -1.47  C8 1.055
24 H 0.11 -1.14 -0.12  C8 1.087
25 H 1.76 -2.26 0.60  C9 1.169
26 H 3.41 -2.20 -0.17  C9 1.094
27 H 1.21 1.65 -0.30  C10 1.079
28 H -0.11 2.00 1.69  C11 1.081
29 H 0.13 0.24 2.26  C11 1.187

Calculated values
- HOMO (eV) = -9.21
- energy (eV) = -26503.7643
- energy above the lowest of the compared OMol25 structures with the same formula, charge and spin (kJ/mol) = 0.0

3.
# C11H14NO2P

One molecule with the formula C11H14NO2P (ωB97M-V/def2-TZVPD, the Open Molecules 2025 dataset).

Last columns: bonded neighbours and bond lengths (Å).
Cartesian coordinates (Å):
1 C 1.27 -3.47 0.85  C2 1.409, C3 1.374, H16 1.097
2 C 2.27 -2.65 0.29  C1 1.409, C4 1.400, H17 1.087
3 C -0.03 -3.19 0.49  C1 1.374, C5 1.321, H18 1.079
4 C 1.93 -1.69 -0.67  C2 1.400, C6 1.373, H19 1.110
5 C -0.34 -2.22 -0.35  C3 1.321, C6 1.379, H20 1.095
6 C 0.61 -1.43 -0.97  C4 1.373, C5 1.379, C11 1.538
7 C -0.53 2.58 0.28  C8 1.492, C9 1.552, H21 1.141, H22 1.036
8 C 0.14 1.35 -0.24  C7 1.492, C10 1.329, H23 1.070
9 C -1.61 2.16 1.32  C7 1.552, P15 1.811, H25 1.053, H26 1.059
10 C -0.21 0.92 -1.44  C8 1.329, C11 1.543, H27 1.135
11 C 0.16 -0.44 -2.05  C6 1.538, C10 1.543, H28 1.050, H29 1.145
12 N -1.05 4.19 2.99  O13 1.230, O14 1.205, P15 1.746
13 O -0.64 3.33 3.78  N12 1.230
14 O -0.68 5.33 3.03  N12 1.205
15 P -2.36 3.69 1.95  C9 1.811, N12 1.746, H24 1.356
16 H 1.54 -4.14 1.68  C1 1.097
17 H 3.35 -2.72 0.37  C2 1.087
18 H -0.95 -3.57 0.89  C3 1.079
19 H 2.81 -1.07 -0.96  C4 1.110
20 H -1.42 -2.24 -0.57  C5 1.095
21 H 0.21 3.23 0.86  C7 1.141
22 H -0.88 3.13 -0.52  C7 1.036
23 H 0.78 0.73 0.36  C8 1.070
24 H -1.98 4.37 0.84  P15 1.356
25 H -2.45 1.56 1.12  C9 1.053
26 H -1.30 1.62 2.17  C9 1.059
27 H -0.76 1.53 -2.23  C10 1.135
28 H 0.81 -0.48 -2.88  C11 1.050
29 H -0.81 -0.96 -2.38  C11 1.145

Calculated values
- HOMO (eV) = -9.19
- energy (eV) = -26502.8488
- energy above the lowest of the compared OMol25 structures with the same formula, charge and spin (kJ/mol) = 88.3

4.
# C11H14NOS

An isolated ion of composition C11H14NOS and charge +1 (ωB97M-V/def2-TZVPD, the Open Molecules 2025 dataset).

Last columns: bonded neighbours and bond lengths (Å).
Cartesian coordinates (Å):
1 C -4.09 -0.46 0.22  C2 1.344, C3 1.408, H15 1.088
2 C -3.44 0.48 -0.48  C1 1.344, C4 1.372, H16 1.057
3 C -3.28 -1.29 1.02  C1 1.408, C5 1.348, H17 1.119
4 C -2.08 0.63 -0.35  C2 1.372, C6 1.427, H18 1.099
5 C -1.94 -1.28 0.99  C3 1.348, C6 1.374, H19 1.085
6 C -1.24 -0.26 0.38  C4 1.427, C5 1.374, C11 1.487
7 C 3.23 -0.38 -0.21  N12 1.268, S14 1.633
8 C 0.86 -0.60 -1.58  C9 1.527, O13 1.345, H20 1.226, H21 1.091
9 C 1.03 0.46 -0.48  C8 1.527, C11 1.469, N12 1.469, H22 1.055
10 C 2.67 1.94 0.36  N12 1.429, H23 1.070, H24 1.064, H25 1.028
11 C 0.21 -0.07 0.62  C6 1.487, C9 1.469, H26 1.073, H27 1.098
12 N 2.45 0.62 -0.14  C7 1.268, C9 1.469, C10 1.429
13 O 1.44 -1.76 -1.23  C8 1.345
14 S 4.79 -0.66 0.16  C7 1.633, H28 1.373
15 H -5.18 -0.51 0.17  C1 1.088
16 H -4.00 1.25 -0.94  C2 1.057
17 H -3.74 -2.22 1.47  C3 1.119
18 H -1.71 1.62 -0.65  C4 1.099
19 H -1.45 -1.82 1.80  C5 1.085
20 H -0.30 -0.99 -1.56  C8 1.226
21 H 1.21 -0.22 -2.54  C8 1.091
22 H 0.58 1.36 -0.81  C9 1.055
23 H 2.38 2.11 1.38  C10 1.070
24 H 2.16 2.71 -0.17  C10 1.064
25 H 3.65 2.19 0.54  C10 1.028
26 H 0.41 0.27 1.61  C11 1.073
27 H 0.53 -1.12 0.66  C11 1.098
28 H 4.85 -1.98 -0.23  S14 1.373

Calculated values
- HOMO (alpha / beta) (eV) = -12.02 / -12.01
- total charge = +1
- energy (eV) = -25993.6431
- energy above the lowest of the compared OMol25 structures with the same formula, charge and spin (kJ/mol) = 520.2

5.
# C11H14NP

One molecule with the formula C11H14NP (ωB97M-V/def2-TZVPD, the Open Molecules 2025 dataset).

Last columns: bonded neighbours and bond lengths (Å).
Cartesian coordinates (Å):
1 C -2.87 2.17 -0.19  C2 1.430, C3 1.354, H14 1.079
2 C -1.65 2.68 -0.74  C1 1.430, C4 1.306, H15 1.072
3 C -2.82 0.93 0.35  C1 1.354, C6 1.418, H16 1.062
4 C -0.54 1.99 -0.70  C2 1.306, C8 1.469, H17 1.030
5 C -1.97 -1.11 1.38  C6 1.518, C7 1.303, H18 1.021
6 C -1.72 0.04 0.42  C3 1.418, C5 1.518, C7 1.563, C8 1.538
7 C -2.09 -1.45 0.13  C5 1.303, C6 1.563, C9 1.480
8 C -0.45 0.60 -0.23  C4 1.469, C6 1.538, N12 1.260
9 C -2.11 -2.34 -1.06  C7 1.480, H19 1.153, H20 1.096, H21 1.078
10 C 2.91 -1.29 -0.49  P13 1.828, H22 1.068, H23 1.149, H24 1.180
11 C 2.64 1.06 1.20  P13 1.903, H25 1.108, H26 1.101, H27 1.167
12 N 0.63 -0.05 -0.23  C8 1.260, P13 1.649
13 P 2.19 0.39 -0.53  C10 1.828, C11 1.903, N12 1.649
14 H -3.73 2.80 -0.09  C1 1.079
15 H -1.76 3.66 -1.18  C2 1.072
16 H -3.68 0.59 0.88  C3 1.062
17 H 0.23 2.35 -1.28  C4 1.030
18 H -2.14 -1.38 2.35  C5 1.021
19 H -2.20 -3.41 -0.63  C9 1.153
20 H -3.03 -2.04 -1.56  C9 1.096
21 H -1.20 -1.95 -1.49  C9 1.078
22 H 3.95 -1.15 -0.28  C10 1.068
23 H 2.78 -2.01 -1.37  C10 1.149
24 H 2.44 -1.76 0.48  C10 1.180
25 H 3.33 0.34 1.68  C11 1.108
26 H 1.88 1.32 1.95  C11 1.101
27 H 3.33 1.92 0.82  C11 1.167

Calculated values
- HOMO (eV) = -7.19
- energy (eV) = -22408.0157
- energy above the lowest of the compared OMol25 structures with the same formula, charge and spin (kJ/mol) = 398.2

6.
# C11H14NS

A 2-piece molecular cluster, C11H14NS overall (ωB97M-V/def2-TZVPD, the Open Molecules 2025 dataset).

Last columns: bonded neighbours and bond lengths (Å).
Cartesian coordinates (Å):
1 C -0.11 -1.58 -3.13  C2 1.373, C3 1.435, H14 1.106
2 C 0.85 -0.60 -3.25  C1 1.373, C4 1.350, H15 1.127
3 C -0.55 -1.93 -1.81  C1 1.435, C5 1.411, H16 1.093
4 C 1.53 -0.01 -2.24  C2 1.350, C6 1.419, H17 1.076
5 C 0.08 -1.32 -0.70  C3 1.411, C6 1.427, H18 1.122
6 C 1.07 -0.33 -0.94  C4 1.419, C5 1.427, C8 1.461
7 C 0.66 2.36 1.97  C9 1.283, H19 1.140, H20 1.167
8 C 1.62 0.38 0.22  C6 1.461, S13 1.616
9 C 0.05 1.29 1.59  C7 1.283, N12 1.263
10 C -0.96 -0.75 2.38  N12 1.481, H21 1.082, H22 1.110, H23 1.056
11 C -2.15 0.67 0.81  N12 1.453, H24 1.113, H25 1.168, H26 1.181
12 N -0.92 0.48 1.56  C9 1.263, C10 1.481, C11 1.453
13 S 3.23 0.47 0.37  C8 1.616, H27 1.436
14 H -0.57 -1.90 -4.08  C1 1.106
15 H 1.08 -0.17 -4.26  C2 1.127
16 H -1.43 -2.53 -1.58  C3 1.093
17 H 2.22 0.76 -2.52  C4 1.076
18 H -0.25 -1.59 0.34  C5 1.122
19 H 0.10 2.96 2.76  C7 1.140
20 H 1.68 2.80 1.62  C7 1.167
21 H -1.50 -1.55 1.89  C10 1.082
22 H 0.10 -1.04 2.58  C10 1.110
23 H -1.44 -0.63 3.32  C10 1.056
24 H -2.73 -0.25 0.55  C11 1.113
25 H -2.91 1.38 1.34  C11 1.168
26 H -1.90 1.21 -0.21  C11 1.181
27 H 3.13 1.43 1.43  S13 1.436

Calculated values
- HOMO (eV) = -12.02
- total charge = +1
- energy (eV) = -23947.8505
- energy above the lowest of the compared OMol25 structures with the same formula, charge and spin (kJ/mol) = 371.5

7.
# C11H14O

One molecule with the formula C11H14O (ωB97M-V/def2-TZVPD, the Open Molecules 2025 dataset).

Last columns: bonded neighbours and bond lengths (Å).
Cartesian coordinates (Å):
1 C 2.38 -0.89 -0.71  C2 1.479, H13 1.212, H14 1.089, O26 1.499
2 C 1.23 0.04 -0.60  C1 1.479, C3 1.541, C11 1.532, H15 1.089
3 C 1.29 0.80 0.74  C2 1.541, C4 1.564, H16 1.231, H17 1.177
4 C 0.27 1.99 0.69  C3 1.564, C5 1.648, H18 1.207, H19 1.077
5 C -0.74 1.83 -0.59  C4 1.648, C6 1.510, H20 1.217, H21 1.085
6 C -1.19 0.41 -0.33  C5 1.510, C7 1.545, C11 1.434
7 C -2.66 0.11 0.02  C6 1.545, C8 1.409, H22 1.229
8 C -3.17 -1.20 0.12  C7 1.409, C9 1.467, H23 1.138
9 C -2.05 -2.12 0.30  C8 1.467, C10 1.350, H24 1.102
10 C -0.76 -1.80 0.02  C9 1.350, C11 1.431, H25 1.274
11 C -0.16 -0.58 -0.43  C2 1.532, C6 1.434, C10 1.431
12 H 3.77 -1.39 1.05  O26 1.032
13 H 3.24 -0.05 -0.86  C1 1.212
14 H 2.43 -1.71 -1.42  C1 1.089
15 H 1.12 0.86 -1.31  C2 1.089
16 H 1.24 0.10 1.75  C3 1.231
17 H 2.25 1.47 0.86  C3 1.177
18 H -0.38 2.36 1.64  C4 1.207
19 H 0.68 2.97 0.50  C4 1.077
20 H -1.77 2.47 -0.46  C5 1.217
21 H -0.36 2.04 -1.59  C5 1.085
22 H -3.15 1.14 -0.43  C7 1.229
23 H -4.19 -1.28 0.63  C8 1.138
24 H -2.29 -3.18 0.48  C9 1.102
25 H -0.04 -2.73 -0.47  C10 1.274
26 O 3.02 -1.68 0.40  C1 1.499, H12 1.032

Calculated values
- HOMO (eV) = -8.51
- energy (eV) = -13675.3472
- energy above the lowest of the compared OMol25 structures with the same formula, charge and spin (kJ/mol) = 519.9

8.
# C11H14O2Se

One molecule with the formula C11H14O2Se (ωB97M-V/def2-TZVPD, the Open Molecules 2025 dataset).

Last columns: bonded neighbours and bond lengths (Å).
Cartesian coordinates (Å):
1 C -4.54 -0.23 0.20  C2 1.393, C3 1.389, H15 1.063
2 C -3.92 -0.81 -0.91  C1 1.393, C4 1.377, H16 1.061
3 C -3.77 0.01 1.33  C1 1.389, C5 1.403, H17 1.092
4 C -2.57 -1.07 -0.88  C2 1.377, C6 1.383, H18 1.034
5 C -2.40 -0.31 1.35  C3 1.403, C6 1.383, H19 1.066
6 C -1.79 -0.88 0.25  C4 1.383, C5 1.383, Se14 1.945
7 C 2.26 1.69 0.51  C8 1.509, C9 1.581, H20 1.147, H21 1.180
8 C 1.48 1.68 -0.79  C7 1.509, C10 1.560, H22 1.080, H23 1.219
9 C 3.43 0.63 0.58  C7 1.581, O12 1.416, H24 1.191, H25 1.208
10 C 0.66 0.43 -1.20  C8 1.560, Se14 1.841, H26 1.185
11 C 3.31 -1.66 0.03  O12 1.275, O13 1.188, H27 1.110
12 O 2.87 -0.67 0.69  C9 1.416, C11 1.275
13 O 2.62 -2.61 -0.17  C11 1.188
14 Se 0.14 -0.78 0.10  C6 1.945, C10 1.841, H28 1.487
15 H -5.60 -0.22 0.19  C1 1.063
16 H -4.48 -0.99 -1.80  C2 1.061
17 H -4.10 0.42 2.29  C3 1.092
18 H -2.24 -1.58 -1.71  C4 1.034
19 H -1.75 -0.23 2.19  C5 1.066
20 H 2.94 2.61 0.54  C7 1.147
21 H 1.70 1.42 1.51  C7 1.180
22 H 0.95 2.61 -0.98  C8 1.080
23 H 2.35 1.84 -1.63  C8 1.219
24 H 4.01 0.81 -0.44  C9 1.191
25 H 4.11 0.93 1.54  C9 1.208
26 H -0.25 0.73 -1.89  C10 1.185
27 H 4.36 -1.64 -0.35  C11 1.110
28 H 0.22 -2.11 -0.55  Se14 1.487

Calculated values
- HOMO (eV) = -6.81
- energy (eV) = -81069.7530
- energy above the lowest of the compared OMol25 structures with the same formula, charge and spin (kJ/mol) = 286.4